1.
13
Properties=species:S:1:pos:R:3:forces:R:3 method="wB97M-V/def2-TZVPD" gap_ha=0.2624 multiplicity=1 de_lowest_kj_mol=159.13 e_lumo_ev=-0.5
C -1.926 0.334 -0.542 -2.38 0.53 4.02
C -1.171 -0.362 -1.523 0.88 0.43 -2.56
C 1.502 -0.339 1.753 -0.78 0.71 -1.26
P -2.776 0.612 0.800 1.90 -0.23 -3.24
P 0.113 -1.517 -0.767 -2.18 -0.30 0.71
P 1.369 1.833 -0.750 0.18 0.48 0.19
P 0.853 0.189 0.330 1.12 -0.61 0.65
H -1.852 -0.662 -2.336 0.22 -0.91 0.46
H -0.444 0.206 -2.144 -0.55 0.72 0.45
H 1.180 -1.234 2.202 -0.21 -0.90 0.52
H 1.942 0.444 2.296 0.80 0.57 1.04
H -0.910 -1.797 0.275 1.32 -0.26 -0.50
H 2.119 2.293 0.406 -0.33 -0.25 -0.48


2.
11
Properties=species:S:1:pos:R:3:forces:R:3 method="wB97M-V/def2-TZVPD" gap_ha=0.3156 multiplicity=1 smiles="CSC(C)=S" de_lowest_kj_mol=88.70 e_lumo_ev=-0.2
C 2.092 -0.821 0.054 -1.15 -1.39 -0.27
C -0.680 0.279 0.073 2.09 -1.00 -0.39
C -1.392 1.606 0.056 -1.52 -1.03 -2.28
H 2.133 -1.067 1.135 0.32 -0.35 -0.91
H 1.601 -1.641 -0.582 0.45 1.12 1.19
H 3.059 -0.653 -0.410 0.22 0.16 0.32
H -2.470 1.342 -0.228 1.16 0.80 1.24
H -1.180 2.284 0.873 -0.35 -0.25 0.36
H -1.062 2.126 -0.869 0.16 -0.17 0.48
S 1.185 0.709 -0.048 -2.34 -0.14 -0.04
S -1.322 -1.257 -0.015 0.96 2.26 0.28


3.
11
Properties=species:S:1:pos:R:3:forces:R:3 method="wB97M-V/def2-TZVPD" gap_ha=0.3120 multiplicity=1 smiles="CC(=S)CS" de_lowest_kj_mol=219.28 e_lumo_ev=-0.2
C -1.510 -0.489 -0.878 2.53 -0.38 -0.75
C -0.597 -0.244 0.423 -0.74 -2.85 -3.96
C 0.750 -0.911 0.026 1.45 0.18 1.51
H -1.209 -1.627 -1.407 -1.49 3.32 1.79
H -0.859 0.223 -1.549 -1.91 -1.18 0.68
H -2.583 -0.149 -0.820 1.23 -0.75 -0.05
H 0.790 -2.051 -0.265 -0.59 2.53 0.08
H 1.436 -0.844 0.910 -0.48 0.00 -0.79
H 1.589 1.229 -0.621 0.18 3.14 2.46
S -0.952 0.602 1.706 0.02 0.43 0.79
S 1.513 0.215 -1.311 -0.20 -4.42 -1.75


4.
13
Properties=species:S:1:pos:R:3:forces:R:3 method="wB97M-V/def2-TZVPD" gap_ha=0.3284 multiplicity=1 smiles=SC(S)(S)[C@@H]1CS1 de_lowest_kj_mol=79.20 e_lumo_ev=0.5
C -1.720 -0.864 0.361 0.03 0.61 -0.55
C -0.694 0.164 0.450 1.06 1.59 2.14
C 0.641 0.034 -0.257 0.58 0.51 -0.81
S -2.120 0.801 -0.394 -0.94 -0.90 -0.20
S 0.325 0.116 -2.084 0.96 1.59 0.33
S 1.627 -1.478 0.158 -0.79 0.07 -1.20
S 1.619 1.512 0.233 -1.05 0.27 0.80
H -1.597 -1.812 -0.175 0.03 0.77 -0.33
H -2.209 -0.939 1.280 -1.02 -0.56 1.13
H -0.659 0.771 1.432 0.41 -1.56 -1.28
H 0.307 1.556 -1.977 -0.13 -2.19 -0.50
H 1.767 -1.100 1.397 0.16 0.17 1.05
H 2.714 1.240 -0.424 0.70 -0.36 -0.59


5.
23
Properties=species:S:1:pos:R:3:forces:R:3 method="wB97M-V/def2-TZVPD" gap_ha=0.0750 multiplicity=1 de_lowest_kj_mol=65.27 charge=-3 e_lumo_ev=5.2
Al 0.945 -1.252 0.742 0.34 -2.35 2.02
P 2.584 -4.304 1.300 -0.06 -1.09 -1.94
O 2.957 -4.687 2.750 0.54 0.29 -1.29
O 2.904 -5.354 0.150 -0.99 -0.11 2.15
O 3.086 -3.029 0.598 0.26 2.35 0.89
O 1.027 -3.999 1.503 -0.27 0.38 -0.04
P -0.530 -1.578 3.977 0.47 -0.27 0.85
O -0.213 -0.141 4.579 -0.68 -1.44 -0.37
O -1.073 -1.545 2.550 -0.55 0.69 -1.08
O -1.188 -2.621 4.894 0.11 1.51 -0.45
O 0.994 -1.922 3.728 0.94 -0.18 -0.37
C 0.257 1.708 -1.836 0.53 -0.25 -0.19
O 0.306 0.556 -1.499 -0.37 0.35 -0.54
N -0.852 2.445 -2.116 -0.97 1.05 -0.60
C -0.706 3.829 -2.518 1.06 0.50 0.17
C -2.153 1.854 -2.227 -1.18 -1.11 0.43
H 1.148 2.331 -2.021 0.32 -0.07 0.33
H -1.433 4.493 -2.054 -0.22 -0.22 0.09
H -0.646 4.083 -3.584 -0.67 -0.67 -0.33
H 0.277 4.196 -2.211 -0.05 -0.17 0.47
H -2.232 0.932 -1.648 0.58 -0.02 0.03
H -2.985 2.436 -1.822 0.44 0.62 0.06
H -2.474 1.567 -3.235 0.44 0.22 -0.29


6.
12
Properties=species:S:1:pos:R:3:forces:R:3 method="wB97M-V/def2-TZVPD" gap_ha=0.3161 multiplicity=1 smiles="C=BC=C.O" de_lowest_kj_mol=263.84 e_lumo_ev=0.4
B 1.001 -0.193 -0.123 0.20 1.06 -0.80
C -0.874 -1.834 0.300 -1.74 -2.20 -0.33
C -0.159 -1.113 -0.520 2.74 0.08 -1.49
C 2.096 0.693 -0.111 -0.61 -4.19 2.49
O -1.540 1.846 0.180 -0.19 0.49 0.21
H -1.558 -2.605 -0.130 0.59 0.57 0.49
H -0.791 -1.863 1.362 -0.15 0.61 0.67
H -0.033 -1.492 -1.583 -0.88 0.87 1.03
H 2.974 0.409 0.490 -0.37 0.30 -0.27
H -0.807 2.472 0.440 -1.94 -0.67 -0.19
H 2.168 1.533 -0.658 0.19 2.92 -1.80
H -2.478 2.145 0.353 2.16 0.17 -0.02


7.
14
Properties=species:S:1:pos:R:3:forces:R:3 method="wB97M-V/def2-TZVPD" gap_ha="0.2760 / 0.2975" multiplicity=1 smiles="CS/C=C/B(O)O" de_lowest_kj_mol=298.37 e_lumo_ev="0.0 / 0.1"
B 0.297 0.803 -2.048 -0.29 -1.38 0.90
C -0.422 -0.353 -1.321 -0.87 -0.12 7.19
C -0.461 -0.137 0.399 -1.02 -3.49 -8.25
C -0.246 -1.161 2.870 -2.82 0.35 -0.36
O 0.405 1.985 -1.366 -1.10 -0.59 0.48
O 0.935 0.494 -3.212 -0.23 0.13 -0.14
S -1.105 -1.461 1.261 -0.29 0.28 0.45
H -0.803 -1.399 -1.551 0.97 1.61 -0.05
H -0.571 0.780 0.841 0.64 2.48 0.82
H -0.518 -2.059 3.391 0.53 -0.39 0.62
H -0.592 -0.270 3.446 0.41 -0.61 -0.74
H 0.691 -1.131 2.432 2.34 0.14 0.56
H 1.032 2.616 -1.645 1.04 1.05 -0.62
H 1.359 1.291 -3.496 0.68 0.55 -0.85


8.
13
Properties=species:S:1:pos:R:3:forces:R:3 method="wB97M-V/def2-TZVPD" gap_ha=0.3445 multiplicity=1 smiles=CB1SCCS1 de_lowest_kj_mol=0.00 e_lumo_ev=0.5
B -0.580 -0.779 -0.030 0.13 -0.57 -1.22
C 1.403 0.920 0.563 -2.35 -0.85 -4.36
C 0.070 1.653 0.824 0.02 0.83 -2.73
C -1.139 -1.900 -1.010 3.79 -1.80 1.57
S 1.230 -0.914 0.363 -1.22 0.99 0.64
S -1.424 0.800 0.145 1.12 -0.41 0.00
H 1.854 1.229 -0.455 -0.82 -0.13 1.70
H 2.015 1.207 1.291 2.90 0.70 3.00
H -0.225 1.827 1.818 0.45 0.32 1.44
H 0.180 2.624 0.244 -0.45 -0.90 1.04
H -2.120 -1.936 -1.325 -1.99 0.47 -0.87
H -0.917 -2.971 -0.614 -0.20 1.68 -0.52
H -0.348 -1.759 -1.814 -1.39 -0.32 0.32